(1)
Formula: C3H4N
Source: the OMol25 dataset
Level of theory: wB97M-V/def2-TZVPD

```
8
C3H4N wB97M-V/def2-TZVPD
C -1.30 -0.01 -0.27
C 2.01 0.38 -0.16
C 1.45 -0.46 0.49
N -2.43 0.04 -0.21
H -0.08 -0.04 -0.19
H 2.58 1.19 -0.48
H 1.17 -1.40 0.90
H -3.40 0.30 -0.07
```

Output
LUMO energy ... -4.63 eV
Energy relative to the best compared isomer or geometry (same formula, charge and spin) ... 40.3 kcal per mole
HOMO energy ... -15.91 eV
Net charge ... +1
HOMO-LUMO gap ... 11.28 eV

***

(2)
Formula: C25H35BBrFN8O16
Source: the OMol25 dataset
Level of theory: wB97M-V/def2-TZVPD

```
87
C25H35BBrFN8O16 wB97M-V/def2-TZVPD
C 5.48 -2.40 0.45
C 4.38 -1.35 0.23
C 3.06 -2.00 -0.11
F 2.82 -3.06 0.78
C 1.85 -1.10 -0.08
C 1.15 -0.81 -1.26
C 1.60 -1.36 -2.60
C 2.93 -0.86 -3.11
O 3.71 -1.50 -3.73
Br 3.26 1.02 -2.74
C 0.00 -0.03 -1.25
C -0.43 0.45 -0.04
C 0.26 0.18 1.13
C 1.42 -0.58 1.16
B 2.10 -0.79 2.59
C 3.09 0.27 3.18
O 1.72 -1.91 3.27
C -0.50 0.81 2.25
O -0.10 1.14 3.33
N -1.83 1.08 1.75
C -2.86 0.19 2.19
C -2.93 -1.13 1.78
C -3.97 -1.91 2.28
C -4.88 -1.32 3.15
N -4.83 -0.05 3.56
C -3.82 0.67 3.08
C -1.65 1.25 0.32
O -2.29 1.99 -0.36
H 6.46 -1.97 0.25
H 5.48 -2.75 1.48
H 5.32 -3.27 -0.19
H 4.29 -0.73 1.13
H 4.67 -0.70 -0.59
H 3.16 -2.47 -1.10
H 1.62 -2.45 -2.58
H 0.86 -1.06 -3.36
H -0.54 0.19 -2.16
H 3.56 0.85 2.39
H 2.56 0.98 3.83
H 3.89 -0.20 3.76
H 1.99 -1.87 4.19
H -2.21 -1.54 1.08
H -4.07 -2.95 2.02
H -5.70 -1.92 3.54
H -3.74 1.70 3.41
C 1.11 1.65 -6.69
N 0.60 1.13 -5.39
O 0.56 1.88 -4.45
O 0.24 -0.04 -5.36
H 1.38 2.69 -6.54
H 1.97 1.05 -6.97
H 0.31 1.55 -7.41
C 8.24 -6.11 1.03
N 8.41 -4.63 1.13
O 9.17 -4.09 0.35
O 7.76 -4.07 1.98
H 8.87 -6.47 0.22
H 8.53 -6.53 1.98
H 7.19 -6.30 0.83
C 0.05 5.92 -5.14
N 1.21 5.38 -5.90
O 1.01 4.94 -7.01
O 2.29 5.41 -5.35
H -0.83 5.82 -5.76
H -0.03 5.34 -4.23
H 0.27 6.96 -4.91
C -2.99 -1.12 -5.00
N -3.58 -1.42 -6.33
O -3.08 -0.90 -7.31
O -4.54 -2.16 -6.35
H -2.15 -0.45 -5.14
H -3.76 -0.66 -4.39
H -2.67 -2.06 -4.57
C -5.71 5.42 3.09
N -5.84 4.03 3.60
O -4.85 3.51 4.07
O -6.92 3.51 3.50
H -4.69 5.75 3.24
H -5.97 5.41 2.04
H -6.41 6.03 3.65
C -5.63 -0.31 6.75
N -6.31 -0.60 8.04
O -6.18 0.20 8.94
O -6.97 -1.62 8.10
H -5.09 0.62 6.83
H -4.96 -1.14 6.55
H -6.40 -0.25 5.98
```

Output
LUMO energy ... -0.56 eV
HOMO energy ... -9.76 eV
Net charge ... 0
HOMO-LUMO gap ... 9.20 eV

***

(3)
Formula: C23H22ClO6S
Source: the OMol25 dataset
Level of theory: wB97M-V/def2-TZVPD

```
53
C23H22ClO6S wB97M-V/def2-TZVPD
C -1.39 0.66 5.76
O -0.07 0.57 5.14
C 0.11 -0.23 4.06
C 0.88 0.19 2.98
C 1.04 -0.62 1.85
C 1.76 -0.04 0.68
C 2.07 -0.96 -0.49
C 3.42 -1.05 -0.89
C 3.87 -1.98 -1.81
C 2.92 -2.82 -2.46
O 3.40 -3.60 -3.47
C 2.48 -4.42 -4.20
C 1.57 -2.76 -2.08
C 1.15 -1.81 -1.15
C 0.71 -1.98 1.95
C -0.16 -2.44 2.94
O -0.69 -3.69 2.87
C -2.11 -3.90 3.06
C -0.57 -1.53 4.00
O -1.51 -1.80 4.81
H -1.27 1.50 6.45
H -2.17 0.89 5.01
H -1.64 -0.27 6.29
H 1.39 1.15 3.04
H 2.77 0.13 1.13
H 4.14 -0.43 -0.34
H 4.93 -2.08 -2.06
H 3.09 -4.90 -4.96
H 2.02 -5.18 -3.55
H 1.69 -3.82 -4.66
H 0.86 -3.48 -2.51
H 0.10 -1.77 -0.85
H 1.08 -2.71 1.23
H -2.19 -4.99 3.12
H -2.44 -3.42 3.99
H -2.67 -3.52 2.20
Cl 1.19 1.89 0.18
C -0.23 1.41 -0.60
S -0.40 2.31 -2.21
C -1.58 3.76 -2.32
C -2.78 3.59 -3.00
C -3.59 4.70 -3.27
C -3.22 5.97 -2.84
C -2.04 6.13 -2.10
C -1.21 5.03 -1.85
O 0.85 2.99 -2.50
O -0.93 1.37 -3.17
H -1.19 1.70 -0.10
H -3.06 2.60 -3.35
H -4.51 4.55 -3.83
H -3.84 6.84 -3.07
H -1.75 7.12 -1.74
H -0.28 5.17 -1.29
```

Output
LUMO energy ... 2.37 eV
Energy relative to the best compared isomer or geometry (same formula, charge and spin) ... 37.8 kcal per mole
HOMO energy ... -3.37 eV
Net charge ... -1
HOMO-LUMO gap ... 5.74 eV

***

(4)
Formula: C3H4ClNS
Source: the OMol25 dataset
Level of theory: wB97M-V/def2-TZVPD

```
10
C3H4ClNS wB97M-V/def2-TZVPD
C -0.73 0.55 -1.06
C -0.59 1.60 -0.10
C 1.05 -0.19 -0.07
N 0.16 -0.43 -1.00
S 0.80 1.25 0.87
Cl 2.47 -1.11 0.03
H -1.51 0.35 -1.64
H -1.26 2.47 -0.04
H -0.53 -2.32 1.50
H 0.14 -2.17 1.50
```

Output
LUMO energy ... 0.46 eV
Energy relative to the best compared isomer or geometry (same formula, charge and spin) ... 27.4 kcal per mole
HOMO energy ... -9.02 eV
Net charge ... 0
HOMO-LUMO gap ... 9.48 eV

***

(5)
Formula: C36H30IN10O6STi
Source: the OMol25 dataset
Level of theory: wB97M-V/def2-TZVPD

```
85
C36H30IN10O6STi wB97M-V/def2-TZVPD
Ti 0.54 -0.33 0.43
N 0.81 3.00 0.49
C -0.08 2.62 1.45
N -0.63 3.59 2.18
C -1.49 3.16 3.12
N -2.00 4.14 3.93
N -1.88 1.93 3.34
C -1.32 1.00 2.52
N -0.37 1.32 1.57
C -1.71 -0.35 2.58
C -2.58 -0.86 3.56
C -2.89 -2.19 3.57
C -2.32 -3.03 2.58
C -1.47 -2.47 1.65
N -1.16 -1.17 1.62
H 1.12 3.95 0.59
H 1.54 2.33 0.32
H -1.95 5.08 3.56
H -2.85 3.89 4.41
H -2.98 -0.17 4.30
H -3.56 -2.60 4.32
H -2.54 -4.09 2.55
H -1.01 -3.08 0.89
C 3.21 -5.33 -5.01
C 3.30 -4.17 -4.05
C 3.33 -2.86 -4.53
C 3.39 -1.78 -3.66
C 3.39 -2.01 -2.29
C 3.35 -3.30 -1.80
C 3.32 -4.37 -2.68
S 3.48 -0.66 -1.12
O 3.60 -1.29 0.16
O 4.56 0.19 -1.58
N 2.05 0.08 -1.17
C 1.68 0.92 -2.21
C 2.48 1.50 -3.18
C 1.92 2.31 -4.18
C 0.58 2.56 -4.25
C -0.27 2.02 -3.27
C -1.67 2.22 -3.25
C -2.42 1.66 -2.25
C -1.78 0.92 -1.25
N -0.49 0.70 -1.25
C 0.28 1.22 -2.24
H 3.69 -5.10 -5.96
H 2.17 -5.58 -5.22
H 3.69 -6.22 -4.59
H 3.33 -2.68 -5.60
H 3.44 -0.77 -4.04
H 3.34 -3.45 -0.73
H 3.29 -5.39 -2.29
H 3.54 1.34 -3.15
H 2.59 2.73 -4.92
H 0.16 3.18 -5.04
H -2.12 2.82 -4.03
H -3.50 1.78 -2.23
H -2.35 0.47 -0.45
I 7.03 -0.75 6.55
C 5.50 -0.54 5.13
C 5.59 0.48 4.19
C 4.57 0.62 3.26
C 3.48 -0.25 3.27
C 3.42 -1.27 4.21
C 4.42 -1.41 5.16
C 2.40 -0.10 2.25
O 2.38 0.90 1.51
O 1.52 -1.01 2.16
H 6.44 1.14 4.18
H 4.61 1.39 2.50
H 2.57 -1.94 4.19
H 4.38 -2.20 5.90
C -3.18 -3.18 -4.69
N -2.24 -2.92 -3.62
C -0.97 -3.40 -3.69
C -0.07 -3.15 -2.72
C -0.49 -2.34 -1.62
O 0.35 -2.06 -0.70
N -1.74 -1.91 -1.53
C -2.65 -2.14 -2.50
O -3.80 -1.70 -2.49
H -3.40 -4.25 -4.75
H -2.79 -2.84 -5.64
H -4.10 -2.64 -4.45
H -0.75 -3.98 -4.57
H 0.95 -3.51 -2.78
```

Output
LUMO energy (spin up / spin down) ... 2.07 / 2.07 eV
Energy relative to the best compared isomer or geometry (same formula, charge and spin) ... 0.0 kcal per mole
HOMO energy (spin up / spin down) ... -2.68 / -5.34 eV
Net charge ... -1
Multiplicity ... 3
HOMO-LUMO gap (spin up / spin down) ... 4.74 / 7.40 eV

***

(6)
Formula: C8H11N2
Source: the OMol25 dataset
Level of theory: wB97M-V/def2-TZVPD

```
21
C8H11N2 wB97M-V/def2-TZVPD
C -1.90 1.13 0.05
C -2.68 0.07 -0.04
C -0.55 0.68 0.14
C -1.85 -1.18 -0.02
C 1.65 0.80 -0.86
C 1.62 -0.71 -0.94
C 1.26 -0.07 1.23
C 0.80 1.10 0.46
N 0.79 -1.14 0.24
N -0.55 -0.64 0.12
H -2.42 2.11 0.20
H -3.79 0.12 -0.22
H -1.90 -1.76 0.95
H -2.06 -1.81 -0.85
H 2.66 1.14 -0.75
H 1.25 1.18 -1.81
H 1.20 -1.33 -1.83
H 2.58 -1.26 -0.61
H 2.38 -0.34 1.45
H 0.63 -0.19 2.23
H 0.87 2.12 0.87
```

Output
LUMO energy ... -4.63 eV
Energy relative to the best compared isomer or geometry (same formula, charge and spin) ... 64.9 kcal per mole
HOMO energy ... -14.35 eV
Net charge ... +1
HOMO-LUMO gap ... 9.72 eV